(1)
The following is a DFT calculation (ωB97M-V/def2-TZVPD) of a gas-phase ion, C6H12N (charge +1) at a distorted geometry.

```
! RIJCOSX wB97M-V def2-TZVPD def2/J DEFGRID3
* xyz 1 1
H 0.373 3.148 1.337
H 1.479 0.297 -1.176
H 1.853 -1.918 0.266
H -1.197 2.456 0.041
C -0.089 -2.092 0.907
C 1.015 -1.214 0.515
H -0.962 -1.651 1.466
H 1.535 -0.565 1.245
N -0.490 1.772 0.158
H -2.356 1.270 -1.467
H 0.202 -2.827 1.648
H -0.512 -2.505 -0.023
H 1.490 1.832 0.737
C 0.642 -0.281 -0.664
C -1.643 0.583 -1.481
H 0.467 -0.926 -1.515
C -0.590 0.621 -0.665
H -1.740 -0.287 -2.142
C 0.525 2.288 0.812
*
```

The value obtained for the energy above the lowest of the compared OMol25 structures with the same formula, charge and spin is 2.197 eV. For the highest occupied orbital energy, the calculation gives -14.62 eV. The orbital gap is 8.95 eV. The total energy comes out at -7897.8641 eV. The LUMO energy is -5.7 eV.

(2)
The following is a DFT calculation (ωB97M-V/def2-TZVPD) of 12 unconnected molecules or ions with the total composition C52H124F3N13O23 at a distorted geometry.

```
! RIJCOSX wB97M-V def2-TZVPD def2/J DEFGRID3
* xyz 4 1
C 3.050 -0.504 0.793
H -5.913 2.428 3.855
H 2.306 1.096 5.141
O 5.764 -0.567 -0.404
H 4.125 -0.340 6.491
H -3.005 -3.765 -3.208
O -2.100 -0.380 -3.752
H 3.953 -0.731 0.186
H 0.472 -4.976 -1.013
O -5.817 -1.669 -1.310
C -3.393 0.636 -7.006
H -3.589 -3.424 1.923
H -6.304 -1.250 0.610
O 2.012 2.180 3.413
H -1.261 -2.766 2.501
C 1.369 -1.439 -0.934
H 3.291 0.413 1.314
C 0.191 -1.085 -1.472
C -6.044 -1.370 -2.706
H 3.776 -9.348 -1.916
H -2.699 6.292 -1.149
H 0.959 2.154 -6.217
H -5.905 2.926 2.111
H 2.815 -1.289 6.644
H -4.856 -6.220 -2.796
C -0.796 5.381 2.029
H -2.869 5.727 2.433
H -0.577 -8.368 -0.159
H 2.985 -1.316 1.511
H -4.827 2.311 -6.976
H -5.903 -0.325 -2.946
H -5.138 2.966 -3.719
C -1.255 1.019 -1.327
H 4.579 -8.004 -1.336
H -0.447 -1.562 -2.200
H 8.946 0.458 -3.225
O -3.698 -5.390 -1.316
H 8.186 -0.315 -4.573
H 1.320 3.585 -0.972
H 2.853 5.119 0.520
H 3.989 3.904 -1.953
C 1.959 3.992 -1.761
H -1.799 5.024 4.544
H 0.393 -5.180 0.747
O -4.305 0.072 5.397
C -3.684 4.097 4.154
C -3.221 -2.791 1.133
H 3.950 2.262 6.137
N -2.167 4.984 2.480
H 5.418 -2.016 5.140
C 4.497 -4.181 6.328
H -2.023 -1.901 4.756
C -3.870 -5.718 -2.707
N 3.234 -0.609 5.981
H 3.479 0.932 -3.849
H -5.095 -2.328 -4.442
H -3.985 -2.552 0.401
C 4.656 -9.710 0.079
C -5.325 2.787 -4.765
H -0.071 -0.850 3.504
H -2.692 0.357 0.352
C 5.697 0.228 -1.466
H 4.420 -4.918 5.540
C 0.146 -5.637 -0.212
O 2.549 6.793 -1.288
N 2.046 -3.555 1.737
H 4.639 6.599 -1.440
H 7.966 -1.260 -1.695
H 5.566 -10.219 -0.224
H 5.510 -3.910 6.652
C 2.513 0.738 -3.396
H 6.196 1.077 8.479
H 4.733 -0.094 -2.094
N -2.282 1.658 -7.177
H -2.951 -0.346 -1.227
H -1.166 6.112 -1.900
C -0.869 5.910 0.645
H 2.467 -0.239 -2.919
H -1.512 6.785 0.661
C 3.478 -1.196 4.655
C -6.667 -1.014 -0.384
H 0.092 6.320 0.310
H 1.749 0.776 -4.173
H -0.920 -5.821 -0.278
H 1.932 -2.340 -1.011
N -5.066 -3.623 -2.843
O 2.251 1.707 -2.405
N 1.088 2.518 2.633
C 3.973 -8.821 -0.976
H 5.228 2.470 8.733
F 5.176 2.399 -2.410
H -5.172 -6.647 -0.557
C -4.629 1.381 -6.445
H 6.753 -1.631 -2.963
C -1.108 -0.758 3.202
H -2.476 2.553 -6.753
H 9.386 -1.213 -3.658
H 4.572 4.751 0.502
H -1.027 0.071 5.811
N 2.632 -8.295 -0.692
H 2.815 8.820 -0.739
O 2.713 -3.929 2.768
H 0.738 1.444 0.406
C 1.472 -9.052 -0.560
H -1.351 0.927 -2.396
H 3.892 -0.392 4.053
N -2.081 -0.957 4.327
N 3.368 4.012 -1.141
H -3.842 3.654 5.136
C 7.467 -0.910 -2.605
H -0.630 4.879 -7.855
H -0.557 0.367 -7.050
O 6.811 0.309 -2.326
C -3.182 -0.071 6.276
H -6.314 -0.134 5.308
C 0.855 0.487 -0.031
H 5.848 2.211 7.060
O 2.423 -3.835 0.544
O -1.364 -2.445 -3.509
H -2.391 -3.314 0.637
C -0.185 4.686 -6.869
F 6.436 2.369 -0.672
C 5.501 1.751 7.975
H 2.544 -1.602 4.250
C 5.497 1.714 -1.229
N -0.130 0.152 -0.947
H -3.602 -7.380 -0.641
H -6.049 4.097 3.442
C -1.006 1.197 -6.506
O -0.686 3.457 -6.357
H -2.090 1.981 -8.136
O -1.362 4.950 -0.234
O 1.380 3.131 1.528
H -1.671 3.409 3.805
H -0.928 2.028 -1.059
F 4.377 1.918 -0.354
C 0.453 -8.222 -0.352
H 4.992 -9.076 0.928
C 2.526 0.705 6.133
H -3.029 -6.350 -2.995
H 3.158 8.436 -2.350
H -1.280 0.273 2.921
H -0.439 6.187 2.649
C 8.582 -0.506 -3.562
H -3.396 1.275 -0.865
H 1.559 4.970 -2.018
H -3.673 0.052 -7.882
C 3.439 1.637 6.872
H -4.015 -4.419 -4.431
C -5.021 -2.249 -3.364
H 1.444 8.458 -1.770
H -1.294 0.968 -5.488
H 1.613 0.471 6.641
H -4.284 5.027 4.164
H 2.794 2.358 7.352
H -5.603 -0.812 6.758
C -2.239 4.340 3.837
O 0.938 -2.905 1.812
N 1.823 -0.473 -0.017
H 1.033 3.168 -3.536
C 2.473 8.199 -1.558
H -2.502 4.314 1.792
O 3.796 -3.025 5.945
C -5.600 3.177 3.128
H -0.750 -1.616 1.259
H -3.225 -1.072 6.752
C 3.743 5.062 -0.131
C -1.923 5.542 -1.349
O -2.689 -2.040 -5.252
C -5.569 0.044 6.094
C -2.586 0.549 -0.705
H 4.438 -2.979 4.004
H -3.087 0.000 -6.204
H -3.971 -6.089 0.581
H -6.368 2.437 -4.887
H -5.987 -3.962 -3.115
H -5.173 3.664 -5.432
H -7.088 -1.563 -3.004
H -5.027 -3.634 -1.837
N -2.067 -1.622 -4.217
H -4.042 -1.857 -3.071
C 2.276 -7.026 -0.510
C -1.415 -1.756 2.131
H -0.248 4.451 2.134
H 0.894 4.708 -6.925
H 0.285 2.186 -7.759
H 4.027 7.163 0.040
O -0.188 2.290 2.893
N 0.935 -6.928 -0.301
C 4.412 -2.341 4.877
C -3.925 -4.365 -3.340
H 3.975 -10.457 0.431
H -3.180 0.685 7.088
C -4.104 -6.427 -0.443
O -4.308 1.871 -5.120
H -5.731 1.042 6.521
H 3.939 -4.535 7.168
H 1.405 -10.106 -0.739
C -0.009 2.300 -6.711
H -2.362 4.757 -1.967
H 2.799 3.334 -3.616
H 3.513 3.121 -0.667
H -7.739 -1.272 -0.541
H -3.015 -0.919 3.952
H 2.981 -6.197 -0.453
H -5.439 0.674 -6.388
H -2.108 1.046 4.850
O -4.196 3.305 3.120
C 3.804 6.457 -0.752
O -2.701 -1.594 1.681
H -6.583 0.089 -0.468
C 1.969 3.032 -2.970
O 4.335 0.983 7.634
C -2.017 0.064 5.356
H -0.675 5.432 -6.207
*
```

For the highest occupied orbital energy, the calculation gives -12.61 eV. The orbital gap is 5.96 eV. The total energy comes out at -130499.1818 eV. The LUMO energy is -6.6 eV.

(3)
The following is a DFT calculation (ωB97M-V/def2-TZVPD) of 5 unconnected molecules or ions with the total composition C31H34N5O10 at a distorted geometry.

```
! RIJCOSX wB97M-V def2-TZVPD def2/J DEFGRID3
* xyz 1 1
C -3.456 2.806 3.876
C 3.201 -2.394 -6.745
C 0.238 -3.311 0.797
C -1.725 0.888 4.929
C 2.666 -1.679 -5.680
O 6.838 3.354 2.513
H 1.427 0.717 -1.156
H 1.006 3.718 3.827
H -0.884 -0.747 2.012
H -1.058 0.132 5.331
O 6.939 3.676 4.649
O 0.331 1.781 6.475
O 1.749 -0.247 -3.546
H 1.144 -3.954 1.103
C 2.091 3.668 3.784
C 4.227 3.792 4.893
H -6.987 0.390 -5.139
C -6.532 -1.705 -4.982
N -0.411 2.653 6.048
C -5.677 -2.667 -4.451
C -6.319 -0.355 -4.720
H 1.715 -1.768 -1.394
H -0.861 -2.743 2.765
C -2.799 0.497 4.138
H 1.595 -1.516 -5.634
C -1.528 2.241 5.195
C 2.726 3.427 2.569
H -5.846 -3.718 -4.660
H -7.368 -2.010 -5.603
H -5.103 1.095 -3.719
O 3.741 0.039 -2.755
C 3.518 -1.183 -4.694
N -0.421 0.341 0.076
H -1.378 0.246 -0.323
C 0.780 -1.799 0.642
H 4.799 3.934 5.803
C 4.857 3.561 3.671
H 5.561 -1.026 -3.993
O -2.216 -3.732 1.379
H -4.505 1.146 3.001
H -0.175 -2.027 -1.534
H 4.598 3.188 1.555
C 5.418 -2.124 -5.826
C -0.868 -3.527 1.935
C -3.664 1.455 3.615
N 6.320 3.527 3.607
H 2.548 -2.779 -7.521
H -2.235 4.261 4.868
C 2.838 3.848 4.945
C -4.407 -0.929 -3.383
N -3.300 -0.521 -2.521
H -0.617 -4.527 2.451
H -4.131 3.548 3.464
C -5.255 0.040 -3.918
C -2.385 3.205 4.670
C 0.490 0.057 -1.117
H 6.486 -2.300 -5.888
H 2.138 3.286 1.668
H 1.796 -1.798 1.151
H -0.127 0.113 -2.077
C 0.690 -1.541 -0.953
O -3.170 0.669 -2.279
C 4.114 3.373 2.508
C -2.745 -2.469 1.026
C 4.893 -1.405 -4.758
H -2.717 -2.066 -0.040
H 2.337 4.034 5.889
H -3.950 -3.042 -3.243
O -3.221 -1.691 1.898
N 2.964 -0.408 -3.584
O -0.287 3.852 6.289
H -2.965 -0.554 3.930
H -0.109 -3.724 -0.211
C 4.574 -2.613 -6.819
C -4.608 -2.283 -3.650
H 0.681 0.100 1.808
H 4.988 -3.167 -7.656
O -2.560 -1.397 -2.080
H -0.380 1.359 0.260
C -0.070 -0.570 1.239
*
```

The value obtained for the energy above the lowest of the compared OMol25 structures with the same formula, charge and spin is 2.115 eV. For the highest occupied orbital energy, the calculation gives -11.74 eV. The orbital gap is 7.97 eV. The total energy comes out at -60604.9759 eV. The LUMO energy is -3.8 eV.

(4)
The following is a DFT calculation (ωB97M-V/def2-TZVPD) of 2 unconnected molecules or ions with the total composition C6H13N2.

```
! RIJCOSX wB97M-V def2-TZVPD def2/J DEFGRID3
* xyz 1 1
H -0.321 1.132 -0.497
C -1.411 0.061 -2.441
H -3.321 -2.426 0.179
H -2.433 0.122 -2.793
N -1.838 -1.922 -1.103
C -1.023 -0.900 -1.606
C 1.949 1.214 1.733
H -0.719 0.812 -2.800
N 0.647 1.447 -0.326
H 3.667 0.605 2.818
H 0.030 -1.057 -1.375
C 2.595 0.410 2.815
H 0.601 2.447 -0.110
H 1.120 -0.408 0.626
C -2.707 -1.632 -0.233
H 1.169 1.395 -1.205
H 2.177 0.733 3.770
H 2.009 2.295 1.817
C 1.260 0.654 0.759
H 2.424 -0.658 2.704
H -2.883 -0.605 0.104
*
```

The value obtained for the energy above the lowest of the compared OMol25 structures with the same formula, charge and spin is 2.611 eV. For the highest occupied orbital energy, the calculation gives -12.89 eV. The orbital gap is 9.44 eV. The total energy comes out at -9404.2571 eV. The LUMO energy is -3.4 eV.

(5)
The following is a DFT calculation (ωB97M-V/def2-TZVPD) of 4 unconnected molecules or ions with the total composition CH10NO4.

```
! RIJCOSX wB97M-V def2-TZVPD def2/J DEFGRID3
* xyz -1 1
H 0.201 -1.758 -0.294
H 2.430 2.549 -0.774
O -1.707 -0.179 1.718
O -2.140 -2.578 0.206
H -2.209 -3.130 -0.575
H 1.556 0.362 0.540
O -0.105 -0.909 -0.628
H 0.599 1.427 1.129
H -2.139 -1.026 1.565
C 1.519 1.959 -0.625
H 0.668 2.647 -0.718
O 1.512 1.020 -1.669
H -1.442 -1.919 -0.078
H -1.062 -0.189 0.981
N 1.514 1.363 0.702
H 0.804 0.359 -1.481
*
```

The value obtained for the energy above the lowest of the compared OMol25 structures with the same formula, charge and spin is 0.360 eV. For the highest occupied orbital energy, the calculation gives -4.80 eV. The orbital gap is 8.85 eV. The total energy comes out at -10880.5295 eV. The LUMO energy is 4.1 eV.

(6)
The following is a DFT calculation (ωB97M-V/def2-TZVPD) of a molecular structure, C26H37F2N3NbO3 at a distorted geometry.

```
! RIJCOSX wB97M-V def2-TZVPD def2/J DEFGRID3
* xyz -1 1
C -1.480 -7.011 -5.847
H -2.263 -7.758 -5.829
H -1.528 0.778 -2.288
C 2.515 -3.017 3.521
H -1.504 2.107 -3.411
F 3.546 2.469 3.439
C -1.854 7.548 1.503
C 0.395 1.778 -2.506
H -1.201 -7.071 -7.984
H 0.865 1.576 4.077
H 3.382 -4.944 3.134
C 1.555 -5.064 4.270
Nb -0.420 2.029 1.543
H 1.483 -1.796 0.760
C -0.280 -0.220 1.759
H -2.076 9.685 1.411
H -0.280 -4.793 5.369
O -0.706 -2.879 -2.030
H 0.318 -3.030 0.280
H 0.882 1.962 0.303
H -1.143 3.643 -1.282
H 0.314 -4.963 -3.858
H -1.055 -0.497 2.483
H 3.284 -2.456 3.001
C -1.048 -6.413 -4.675
C -0.503 -1.008 0.441
C -0.415 6.686 3.035
C 1.183 2.162 3.212
H 0.659 -0.553 2.207
H 0.819 0.914 -1.990
H -0.212 -2.315 5.121
H -2.864 2.687 0.460
H -2.477 1.108 -0.180
H 0.826 2.661 -2.039
C 2.543 1.714 2.827
H 0.726 -0.939 -3.851
F -1.806 2.085 2.996
H -2.710 3.093 -1.804
C 0.533 -4.318 4.837
O 2.903 0.836 2.110
C -1.146 1.793 -2.424
C -0.045 -5.458 -4.753
N 0.530 -5.084 -5.895
H 1.949 -2.219 -3.597
C -2.057 2.106 -0.002
H -0.595 -0.346 -0.424
C -0.076 7.948 3.507
H 1.262 3.211 3.503
H 0.641 8.057 4.310
C -1.586 8.852 1.897
C 2.568 -4.402 3.596
C -0.893 -6.632 -7.044
H 0.393 -2.635 -4.288
H -0.437 10.053 3.262
H 0.725 1.721 -3.547
N 1.541 -2.290 4.061
H -0.307 3.855 1.539
C -1.756 2.745 -1.384
C -0.676 9.052 2.924
C 0.573 -2.937 4.702
O 1.126 -1.839 -1.229
N -1.285 6.480 2.054
H -1.480 -6.673 -3.719
H -2.560 7.345 0.704
C 0.885 -1.979 -3.574
H -1.444 -1.558 0.508
C 0.625 -1.995 0.120
H 0.032 5.791 3.455
C 0.336 -2.282 -2.202
H 1.559 -6.144 4.350
C 0.104 -5.669 -7.012
H 0.588 -5.346 -7.927
*
```

For the highest occupied orbital energy, the calculation gives -4.67 eV. The orbital gap is 7.03 eV. The total energy comes out at -45158.0121 eV. The LUMO energy is 2.4 eV.